The following is a quantum chemistry calculation of one molecule with the formula CO3S3, from the Open Molecules 2025 dataset.

Geometry as XYZ:
```
7
Properties=species:S:1:pos:R:3:forces:R:3:lowdin_charge:R:1
C -1.009 0.042 -1.453 -0.2 -0.4 -0.5 -1.246
O 1.790 0.478 0.235 0.1 0.1 0.1 -0.286
O 0.326 0.706 2.210 0.1 0.1 0.0 -0.293
O 0.251 -1.327 0.844 0.0 0.0 0.0 -0.292
S -1.041 -1.034 -2.548 0.1 0.4 0.4 0.870
S -1.019 1.123 -0.314 -0.6 0.4 -0.5 0.857
S 0.703 0.013 1.025 0.5 -0.6 0.4 0.390
```
Forces are in eV/Å.

Output
Lowest unoccupied orbital energy, eV: -1.684
ΔE to the lowest compared entry with this formula, charge and spin, eV: 0.553
Gap between HOMO and LUMO, eV: 9.023

=====

The following is a quantum chemistry calculation of a 3-piece molecular cluster, C4H13NO2 overall, from the Open Molecules 2025 dataset.

Geometry as XYZ:
```
20
Properties=species:S:1:pos:R:3:forces:R:3:lowdin_charge:R:1
C 1.648 1.717 1.149 0.0 -0.9 0.2 -0.112
C 0.943 0.356 1.204 0.2 1.1 -0.2 -0.155
C 0.590 -0.388 0.156 0.4 0.8 -0.1 -0.226
N -0.348 -1.410 0.163 -1.1 -1.9 0.5 -0.137
C -1.649 -1.066 -0.495 0.9 0.9 1.1 -0.099
H 2.718 1.482 1.144 0.1 0.8 0.5 0.068
H 1.419 2.333 0.289 -0.1 -0.3 -0.5 0.058
H 1.275 2.337 1.994 0.8 -0.6 -0.2 0.076
H 0.776 0.064 2.229 -0.8 -0.3 0.1 0.089
H 1.097 -0.229 -0.807 -0.7 0.4 0.1 0.125
H -0.622 -1.644 1.118 0.4 0.2 -0.1 0.084
H -1.411 -0.852 -1.537 -0.6 -0.4 -0.1 0.071
H -2.426 -1.841 -0.273 0.9 0.6 -0.6 0.089
H -1.949 -0.104 -0.015 -0.4 -0.5 -0.5 0.080
H 0.153 5.300 -4.643 0.4 -0.1 -0.3 0.026
H -0.187 3.817 -5.083 0.3 0.4 0.0 0.033
O -0.477 4.584 -4.578 -0.7 -0.3 0.3 -0.059
H -0.433 -4.591 2.154 -0.1 -0.4 0.2 0.038
H -0.193 -3.260 2.714 0.1 0.2 0.4 0.011
O -0.408 -4.151 3.014 0.0 0.2 -0.7 -0.058
```
Forces are in eV/Å.

Output
Structure (SMILES): C/C=C/NC.O.O
Lowest unoccupied orbital energy, eV: 0.805
ΔE to the lowest compared entry with this formula, charge and spin, eV: 1.989
Gap between HOMO and LUMO, eV: 9.050

=====

The following is a quantum chemistry calculation of C3H11INbO as an isolated structure, from the Open Molecules 2025 dataset.

Geometry as XYZ:
```
17
Properties=species:S:1:pos:R:3:forces:R:3:lowdin_charge:R:1
C 1.537 -1.043 0.005 0.8 0.2 0.5 -0.137
C 1.301 0.461 -0.221 -0.2 0.1 -1.5 -0.559
O 1.631 1.249 0.930 -0.8 -0.3 -0.2 -0.081
C -0.102 0.870 -0.755 0.3 0.3 0.9 -0.405
Nb -1.928 -0.018 0.274 1.5 -0.7 -1.6 0.714
I -1.774 -2.427 -1.210 -0.2 0.3 0.2 -0.172
H 1.472 -1.635 -0.914 -0.2 0.3 0.1 0.048
H 2.582 -1.150 0.369 -0.3 -0.1 -0.1 0.067
H 0.899 -1.493 0.771 -0.1 0.2 -0.2 0.018
H 2.035 0.765 -0.999 -0.1 -0.2 0.1 0.115
H 2.525 0.988 1.117 0.6 0.0 0.5 0.059
H -0.188 0.712 -1.842 0.1 -0.2 0.3 0.022
H -0.167 1.968 -0.600 0.0 -0.3 -0.1 0.026
H -3.089 0.667 -0.958 -0.7 0.4 0.6 -0.179
H -3.435 -0.721 1.073 0.0 0.1 0.1 -0.220
H -1.032 -0.678 1.720 -0.6 0.2 0.8 -0.156
H -2.266 1.486 1.240 -0.1 -0.5 -0.2 -0.159
```
Forces are in eV/Å.

Output
Total charge: -1
Lowest unoccupied orbital energy, eV: 2.619
Gap between HOMO and LUMO, eV: 7.044

=====

The following is a quantum chemistry calculation of an isolated ion of composition C23H38BFN3O2 and charge +1, from the Open Molecules 2025 dataset.

Geometry as XYZ:
```
68
Properties=species:S:1:pos:R:3:forces:R:3:lowdin_charge:R:1
C 1.205 -1.237 3.677 -0.2 -0.3 0.0 -0.082
C -0.319 -1.006 3.665 -0.1 -0.4 -0.4 -0.241
C -0.748 0.223 2.872 0.4 0.4 0.1 -0.181
C -0.338 0.218 1.393 0.0 -0.4 0.4 -0.177
N -0.615 -1.081 0.766 0.2 0.6 -0.1 0.049
C -0.482 -1.222 -0.677 -0.5 -0.2 -0.6 -0.300
C 0.919 -1.609 -1.224 0.3 0.2 0.0 0.013
C 2.057 -1.563 -0.209 -0.1 -0.2 0.4 -0.320
O 2.071 -2.418 0.654 -0.1 0.1 -0.1 0.109
C 3.203 -0.607 -0.322 0.3 -0.1 -0.2 -0.150
C 3.135 0.774 -0.153 -0.1 0.0 -0.1 -0.037
C 4.280 1.551 -0.239 0.2 0.0 0.0 -0.062
C 5.508 0.961 -0.503 0.0 -0.2 0.0 -0.066
C 5.585 -0.414 -0.676 -0.1 -0.1 0.0 -0.058
C 4.442 -1.194 -0.582 0.1 0.1 0.1 -0.017
C -1.077 -0.032 -1.507 0.2 0.3 -0.1 -0.127
C -0.359 1.336 -1.508 -0.3 0.0 0.1 -0.126
C -1.094 2.590 -1.025 0.1 0.3 -0.1 -0.229
C -0.092 3.685 -0.654 -0.3 -0.2 -0.2 -0.193
C -0.750 5.013 -0.238 0.5 0.2 0.0 -0.270
N -0.403 6.104 -1.153 0.0 -0.2 0.0 -0.005
C -2.558 -0.178 -1.276 -0.1 -0.3 0.2 -0.089
C -3.687 0.774 -1.332 0.1 0.2 -0.2 0.054
N -2.734 -1.428 -1.051 0.2 0.4 0.1 0.039
F -3.970 -1.925 -0.846 0.0 -0.1 -0.1 0.134
C -1.560 -2.316 -1.058 -0.4 -1.1 0.0 -0.226
C -1.469 -2.966 -2.450 -0.3 0.5 -0.3 0.015
B -1.750 -3.516 0.029 0.2 -0.1 0.3 -0.443
C -2.569 -3.426 1.356 0.0 0.0 -0.2 0.006
O -1.142 -4.683 -0.345 0.8 0.8 0.0 0.168
H 1.467 -2.163 3.164 0.0 0.0 0.0 0.060
H 1.583 -1.340 4.692 0.1 0.2 0.0 0.075
H 1.747 -0.440 3.167 0.1 0.1 0.2 0.070
H -0.725 -0.957 4.675 0.1 0.2 0.0 0.109
H -0.802 -1.878 3.215 -0.1 0.0 0.1 0.078
H -0.240 1.092 3.307 -0.1 0.1 0.0 0.119
H -1.817 0.421 2.972 -0.1 -0.2 0.0 0.110
H 0.730 0.458 1.349 0.0 0.2 -0.2 0.099
H -0.906 0.998 0.899 0.1 0.0 -0.1 0.094
H 0.036 -1.738 1.190 -0.2 -0.2 0.0 0.100
H 1.195 -1.050 -2.119 -0.2 0.2 0.1 0.140
H 0.892 -2.658 -1.516 0.1 0.0 0.1 0.126
H 2.204 1.267 0.082 -0.1 0.0 0.0 0.073
H 4.227 2.622 -0.093 -0.1 0.0 0.0 0.110
H 6.416 1.543 -0.561 -0.1 0.1 0.0 0.111
H 6.537 -0.892 -0.865 0.0 0.0 0.0 0.112
H 4.511 -2.269 -0.690 0.0 0.0 0.0 0.123
H -1.003 -0.379 -2.546 0.1 -0.1 0.0 0.154
H 0.548 1.219 -0.923 0.0 0.0 0.0 0.076
H -0.029 1.536 -2.528 0.1 0.0 0.0 0.133
H -1.770 2.395 -0.189 0.1 0.0 0.1 0.098
H -1.713 2.997 -1.832 -0.1 -0.1 0.0 0.115
H 0.522 3.880 -1.536 0.1 0.1 0.1 0.115
H 0.570 3.318 0.136 0.0 0.0 0.0 0.104
H -0.356 5.286 0.741 -0.2 0.0 0.1 0.110
H -1.833 4.888 -0.140 0.0 0.0 0.1 0.106
H -0.195 6.955 -0.655 -0.1 0.1 0.0 0.064
H -1.137 6.293 -1.820 0.0 0.1 0.0 0.065
H -4.573 0.316 -1.767 0.0 -0.1 0.1 0.106
H -3.419 1.650 -1.913 0.0 0.0 0.0 0.089
H -3.919 1.100 -0.315 0.0 0.0 0.0 0.124
H -1.549 -2.240 -3.264 0.1 0.0 0.0 0.098
H -0.548 -3.523 -2.571 0.0 -0.1 0.1 0.093
H -2.307 -3.651 -2.579 0.1 -0.1 0.0 0.106
H -2.929 -2.428 1.588 0.0 0.0 0.1 0.058
H -1.982 -3.804 2.199 0.0 0.1 0.0 0.078
H -3.421 -4.110 1.270 0.0 0.0 0.0 0.086
H -0.704 -5.122 0.393 -0.5 -0.5 0.0 0.129
```
Forces are in eV/Å.

Output
Structure (SMILES): CCCCN[C@]1(CC(=O)c2ccccc2)[C@H](CCCCN)C(C)=[N+](F)[C@]1(C)B(C)O
Total charge: +1
Lowest unoccupied orbital energy, eV: -3.295
Gap between HOMO and LUMO, eV: 8.291

=====

The following is a quantum chemistry calculation of C33H26N6OsS as an isolated structure, from the Open Molecules 2025 dataset.

Geometry as XYZ:
```
67
Properties=species:S:1:pos:R:3:forces:R:3:lowdin_spin:R:1
Os 0.154 -0.521 0.541 -0.1 -0.2 0.6 2.780
S -2.206 1.593 3.684 0.0 0.0 0.0 0.049
C -3.102 0.201 3.232 0.0 0.0 0.0 0.000
C -2.483 -0.527 2.267 0.0 0.0 0.0 0.038
C -1.234 0.047 1.866 0.0 -0.2 -0.1 0.036
C -0.972 1.217 2.564 -0.1 0.1 0.0 0.115
C 0.225 2.014 2.332 0.0 0.1 0.0 0.009
C 0.513 3.208 2.980 0.0 0.0 0.0 0.020
C 1.659 3.902 2.636 0.0 0.0 0.0 -0.001
C 2.488 3.393 1.646 0.0 0.0 0.0 0.021
C 2.144 2.195 1.051 0.0 0.0 0.0 0.014
N 1.049 1.514 1.390 -0.2 -0.1 -0.1 0.135
H -4.039 -0.011 3.722 0.0 0.0 0.0 0.000
H -2.885 -1.452 1.877 0.0 0.0 0.0 0.003
H -0.158 3.586 3.739 0.0 0.0 0.0 0.002
H 1.900 4.835 3.127 0.0 0.0 0.0 0.000
H 3.384 3.913 1.338 0.0 0.0 0.0 0.002
H 2.760 1.765 0.272 0.0 0.0 0.0 0.001
C 3.853 -4.789 0.750 0.0 0.0 0.0 -0.003
C 2.846 -4.416 -0.154 0.0 0.0 0.0 0.040
C 1.911 -3.470 0.193 0.0 0.1 0.0 0.019
C 1.919 -2.862 1.463 -0.1 -0.2 0.1 0.045
C 0.963 -1.843 1.868 0.1 0.2 -0.5 0.125
C 0.790 -1.657 3.254 0.2 0.1 0.1 0.144
C 1.692 -2.168 4.184 0.0 0.0 0.0 0.010
C 2.748 -2.944 3.767 0.0 0.0 0.0 0.161
C 2.865 -3.334 2.410 0.0 0.0 -0.1 0.003
C 3.852 -4.262 2.014 0.0 0.0 0.0 0.044
H 4.593 -5.524 0.465 0.0 0.0 0.0 -0.001
H 2.793 -4.894 -1.123 0.0 0.0 0.0 0.002
H 1.114 -3.236 -0.499 0.0 0.1 -0.1 0.009
H -0.031 -1.061 3.623 0.0 0.1 0.0 0.007
H 1.559 -1.941 5.233 0.0 0.0 0.0 -0.002
H 3.459 -3.333 4.484 0.0 0.0 0.0 0.007
H 4.594 -4.573 2.740 0.0 0.0 0.0 0.002
C 5.119 -1.089 -2.127 0.1 0.0 0.0 0.001
N 3.674 -1.005 -1.918 0.0 0.0 0.0 0.010
C 2.703 -1.207 -2.870 0.0 0.0 0.0 0.003
C 1.511 -0.999 -2.257 0.1 0.0 0.0 0.017
N 1.748 -0.669 -0.934 -0.2 0.0 -0.1 0.039
C 3.066 -0.688 -0.775 0.0 -0.1 0.1 0.015
H 5.309 -1.673 -3.022 0.0 0.0 0.0 0.000
H 5.583 -1.580 -1.276 0.0 0.0 0.0 0.000
H 5.542 -0.094 -2.254 0.0 0.0 0.0 0.000
H 2.941 -1.485 -3.882 0.0 0.0 0.0 0.000
H 0.519 -1.070 -2.667 0.0 0.0 0.0 0.002
H 3.587 -0.514 0.152 0.0 0.0 0.0 0.000
N -8.985 2.997 -4.087 0.0 0.0 0.0 0.000
C -7.921 2.738 -3.742 0.0 0.0 0.0 0.000
C -6.588 2.414 -3.312 0.0 0.0 0.0 0.001
C -6.385 1.703 -2.133 0.0 0.0 0.0 0.000
C -5.102 1.400 -1.720 0.0 0.0 0.1 0.001
C -4.020 1.799 -2.492 -0.1 0.0 0.0 0.000
C -4.212 2.503 -3.670 0.0 0.0 -0.1 0.001
C -5.496 2.815 -4.078 0.0 0.0 0.0 0.000
N -2.684 1.486 -2.064 0.0 0.0 0.0 0.007
C -1.526 2.121 -2.465 0.1 0.0 0.1 0.002
C -0.508 1.516 -1.807 -0.1 0.0 -0.1 0.008
N -1.026 0.511 -1.009 0.5 0.2 0.0 0.040
C -2.336 0.532 -1.189 0.0 -0.2 0.0 0.016
H -7.234 1.398 -1.538 0.0 0.0 0.0 0.000
H -4.962 0.874 -0.786 0.0 0.0 0.0 0.000
H -3.378 2.797 -4.292 0.0 0.0 0.0 0.000
H -5.656 3.364 -4.995 0.0 0.0 0.0 0.000
H -1.516 2.947 -3.150 -0.1 0.0 0.0 0.000
H 0.544 1.733 -1.854 0.0 0.0 0.0 0.000
H -3.033 -0.141 -0.722 0.0 0.0 0.0 0.002
```
Forces are in eV/Å.

Output
2S+1: 5
Total charge: +2
Lowest unoccupied orbital energy (spin up / spin down), eV: -5.405 / -7.800
Expectation value of S²: 6.0702
Gap between HOMO and LUMO (spin up / spin down), eV: 8.004 / 5.967

=====

The following is a quantum chemistry calculation of one molecule with the formula C8H12F3O3P, from the Open Molecules 2025 dataset.

Geometry as XYZ:
```
27
Properties=species:S:1:pos:R:3:forces:R:3:lowdin_charge:R:1
C -1.927 1.597 -2.738 -0.8 -0.7 1.7 0.065
C -3.143 1.139 -2.765 -2.7 -1.2 0.6 -0.172
C -1.744 1.273 -1.208 -0.5 0.0 -2.8 -0.131
C -3.276 0.898 -1.252 1.6 0.5 -0.9 -0.473
C 2.712 0.099 -0.587 -0.6 0.3 -1.1 -0.065
C -2.069 -1.600 1.603 0.1 -0.1 -0.6 -0.066
C 1.854 -0.281 -1.823 1.2 -0.9 -0.5 -0.246
C -0.630 -1.355 1.099 0.3 -1.1 2.1 -0.311
O -0.910 -1.358 -1.711 -1.1 -2.4 -1.2 -0.192
O 0.706 0.522 -1.647 -0.1 1.6 -1.2 -0.212
O -0.443 -0.117 0.462 0.2 0.3 0.4 -0.192
F -4.028 0.827 -3.734 0.8 0.5 0.7 0.101
F -3.610 -0.292 -0.771 -0.3 -0.8 -0.2 0.135
F -3.987 1.791 -0.577 -0.9 0.9 0.4 0.136
P -0.615 -0.092 -1.120 0.2 1.7 2.0 0.427
H -1.360 1.731 -3.575 2.1 0.9 -1.6 0.099
H -1.469 2.097 -0.596 0.2 0.6 0.7 0.126
H 3.708 -0.197 -0.728 1.4 -1.3 0.1 0.044
H 2.891 1.187 -0.603 -0.9 -0.2 0.4 0.087
H 2.237 -0.312 0.326 0.5 0.6 -0.5 0.084
H -2.676 -0.680 1.388 0.3 -1.2 0.1 0.076
H -2.402 -2.513 0.998 -0.3 1.4 1.4 0.104
H -2.029 -1.724 2.719 -0.4 -0.3 -1.2 0.079
H 1.501 -1.367 -1.804 0.9 1.3 -0.2 0.125
H 2.351 -0.061 -2.883 -1.1 -0.3 2.4 0.158
H -0.320 -2.119 0.408 0.0 -0.5 -0.1 0.091
H 0.010 -1.463 2.017 0.0 0.7 -1.1 0.125
```
Forces are in eV/Å.

Output
Structure (SMILES): CCOP(=O)(OCC)[C@H]1C=C(F)C1(F)F
Lowest unoccupied orbital energy, eV: 0.820
ΔE to the lowest compared entry with this formula, charge and spin, eV: 1.639
Gap between HOMO and LUMO, eV: 11.216

=====

Largest force on an atom per entry: 0.01825 0.04401 0.04484 0.02307 0.01152 0.05820 hartree/bohr
Electronic energy per entry: -1458.34417 -365.36940 -550.66133 -1338.39473 -2089.95225 -1178.68877 Ha